Entry from the OMol25 dataset: a cluster of 40 separate species, H80O40 in total in a non-equilibrium geometry (ωB97M-V with the def2-TZVPD basis set).

Calculated values
Gap between HOMO and LUMO ... 9.88 eV
HOMO energy ... -0.378 Eh
Molar mass ... 720.600 g/mol
E_LUMO ... -0.0153 Eh
ΔE to the lowest compared entry with this formula, charge and spin ... 199.9 kcal per mole
E ... -83197.1489 eV

Geometry as ORCA input:
```
! RIJCOSX wB97M-V def2-TZVPD def2/J DEFGRID3
* xyz 0 1
H -5.7527 0.5963 -2.5647
H -5.3562 1.5323 -1.6171
O -5.4513 1.5047 -2.5616
H 4.0626 4.7953 -0.6810
H 4.3263 4.9451 -2.3338
O 4.6053 4.8152 -1.4493
H 6.8484 -0.5155 1.3662
H 6.6411 0.7823 2.1509
O 6.4736 -0.1502 2.1590
H -6.1835 -2.0065 -1.2922
H -5.3639 -2.7773 -2.4986
O -5.5944 -2.7048 -1.5607
H 3.7203 -0.7290 3.5487
H 2.5100 -1.4218 2.9820
O 2.9679 -1.2820 3.8221
H -0.8107 -3.2211 -3.9506
O -0.7997 -3.3562 -4.9048
H 1.9897 1.7672 0.5006
O 2.6389 1.4482 1.1409
H 0.3910 -5.6814 1.2012
H 0.9038 -4.7439 2.3180
O 0.0660 -5.0159 1.8318
H 0.2617 -0.1797 6.0375
H -1.0528 0.4384 5.3883
O -0.2801 -0.1341 5.2507
H -3.2201 -3.3380 -2.3697
H -2.9229 -4.9881 -2.3111
O -2.7295 -4.1117 -2.6135
H 1.9481 4.1204 -2.7794
H 1.6640 5.3097 -3.9319
O 2.1766 4.9099 -3.2428
H -1.0965 -2.7780 4.4861
O -0.7065 -3.2700 3.7061
H -3.9725 -4.0784 2.0365
H -5.2711 -3.6956 1.1727
O -4.4689 -3.3688 1.5832
H 4.3342 1.9434 2.7638
H 5.0291 0.8954 3.4303
O 4.1183 1.1785 3.3022
H -5.4666 3.7757 1.5663
H -4.1782 3.2551 2.1711
O -5.0532 2.9503 1.9114
H 3.6488 -2.7989 -0.3019
H 2.3566 -1.8468 -0.0633
O 2.6787 -2.7464 -0.1432
H 1.3022 -1.1962 -3.2977
H 1.9704 -1.8152 -4.5386
O 1.6867 -0.9585 -4.1905
H 5.8716 1.0671 -0.7710
H 5.1274 2.2675 -0.2976
O 5.8108 1.6427 0.0015
H -1.4379 -3.6271 1.1150
O -1.2351 -2.6856 1.1442
H -3.7886 -1.3805 2.6435
H -3.7498 -1.0010 1.2430
O -3.4022 -0.6889 2.0962
H -0.8157 4.2291 -0.2332
O -0.9686 5.1586 -0.2098
H 3.0936 0.0594 -6.0763
H 3.2984 0.2050 -4.7118
O 3.4194 0.7406 -5.4906
H -0.6949 3.1823 2.5868
H -2.2050 2.6719 2.3976
O -1.3096 2.4567 2.6220
H -1.7045 -5.4594 1.3986
H -2.2129 -4.7846 2.5687
O -2.5475 -5.4537 1.9472
H 2.6612 -0.6557 -2.0526
H 3.8869 -0.5868 -2.8692
O 3.6994 -0.6493 -1.9247
H 0.3817 -0.6405 -1.3598
H 1.2260 0.8888 -1.5451
O 1.1554 -0.0753 -1.4362
H -2.7772 -3.0394 -5.2866
H -3.6455 -3.0676 -4.1653
O -3.7205 -3.2135 -5.1176
H -3.9219 5.2874 -0.3713
H -2.6885 5.0927 0.3479
O -3.6158 5.2895 0.5514
H -1.1344 -3.1058 -2.0631
H -1.5082 -2.6309 -0.6184
O -1.2228 -2.3378 -1.5101
H -0.1131 2.4129 -0.9915
H -0.4497 1.5197 0.3368
O 0.0603 2.2413 -0.0811
H 0.7556 -4.7360 -1.3047
H -0.3862 -4.1044 -0.2808
O -0.1525 -4.5286 -1.1296
H -0.0035 -0.3206 1.0596
O -0.8273 -0.0887 0.6428
H 0.3475 -1.2825 3.0983
H 1.1944 -0.1690 3.4223
O 0.9049 -0.6544 2.6058
H -0.4671 -2.6605 1.7336
H -0.0821 -3.9473 -5.2901
H -0.4672 5.6863 -0.8230
H 1.9983 0.9655 1.6795
H -0.0970 -3.8393 4.2051
H -1.5553 -0.4873 1.1020
O 3.7440 4.4688 1.4100
H 3.0515 4.9470 1.8585
H 3.4642 3.5448 1.2091
O -3.3623 4.0189 -1.8909
H -4.2105 3.6333 -2.1513
H -2.8918 3.2080 -1.6170
O 2.2144 2.0684 -2.1324
H 2.1223 1.6643 -3.0153
H 3.0584 1.6313 -1.9324
O -5.3679 0.7891 0.3058
H -5.2568 -0.1128 0.5983
H -5.4710 1.3555 1.0966
O 2.2791 4.0112 3.8731
H 2.0273 4.7638 3.3502
H 1.7796 4.0610 4.6956
O 2.0598 -3.5715 2.7762
H 2.5503 -3.6813 1.9359
H 2.8728 -3.5252 3.3502
O -0.2414 3.3306 -3.3328
H -0.4237 3.5392 -4.2410
H 0.4282 2.6390 -3.3140
*
```


Entry from the OMol25 dataset: a cluster of 40 separate species, H80O40 in total in a non-equilibrium geometry (ωB97M-V with the def2-TZVPD basis set).

Calculated values
Gap between HOMO and LUMO ... 9.29 eV
HOMO energy ... -0.357 Eh
Molar mass ... 720.600 g/mol
E_LUMO ... -0.0152 Eh
ΔE to the lowest compared entry with this formula, charge and spin ... 240.7 kcal per mole
E ... -83195.3776 eV

Geometry as ORCA input:
```
! RIJCOSX wB97M-V def2-TZVPD def2/J DEFGRID3
* xyz 0 1
H 1.5280 0.2131 -5.6104
H 1.4897 -1.1140 -4.7940
O 1.2222 -0.1942 -4.7273
H 0.2090 2.2341 5.8970
H 0.3083 2.2132 4.3631
O -0.0937 1.7496 5.1176
H 3.6324 4.2030 3.5363
H 2.2021 4.6807 3.4625
O 2.8576 4.3361 4.0640
H -0.8585 -4.9089 0.4518
H -1.8510 -5.5302 -0.5409
O -1.5268 -4.5857 -0.1686
H -3.4015 -3.0491 -5.1891
H -2.5322 -2.4380 -4.1601
O -2.9172 -3.3082 -4.3929
H -0.9231 0.7330 -3.9270
O -0.7702 1.1321 -3.0785
H 1.8474 3.5632 -1.5894
O 1.3583 4.4059 -1.5817
H -0.0183 -5.5895 2.8310
H 0.7137 -5.2195 1.3242
O -0.0156 -5.4204 1.8830
H 3.7992 2.2941 2.7907
H 4.2614 1.7939 1.3762
O 4.3466 2.4950 2.0293
H -4.8692 -1.6421 2.8566
H -4.5338 -0.4777 2.1988
O -4.6663 -0.7399 3.1354
H 4.8074 -2.6559 -1.7243
H 4.4565 -1.8447 -2.8846
O 5.1729 -2.0009 -2.2460
H 0.7067 5.7065 0.5684
O 0.2215 4.9432 0.8644
H 4.4064 2.7178 -4.8885
H 3.1636 2.4825 -5.4649
O 3.6659 2.1640 -4.6969
H 1.6068 0.7347 4.5875
H 1.9346 -0.6676 4.3421
O 2.3092 0.2002 4.3048
H 4.4688 -1.9391 1.7539
H 3.0854 -2.0705 2.4193
O 3.7830 -2.6338 1.9078
H 0.4948 1.3138 0.8728
H 0.9979 2.4983 0.1164
O 1.3952 1.7251 0.5559
H -3.1128 -0.1299 3.6694
H -1.9796 0.7442 4.4879
O -2.4574 0.5630 3.6836
H -2.3822 5.8825 -1.2572
H -3.5812 4.9460 -1.3408
O -2.7036 5.0434 -0.9651
H -0.6088 -1.7837 -3.5653
O -0.9897 -1.8286 -4.4212
H 4.7268 -3.7584 -0.6773
H 4.5263 -4.5341 0.5729
O 4.7632 -4.6521 -0.4039
H 0.2795 -2.0549 3.8674
O 0.5609 -1.7870 4.7545
H -1.5392 3.3098 3.5732
H -0.7723 4.2389 2.7747
O -0.9696 4.0540 3.6653
H -1.4441 0.3459 0.9631
H -3.0567 0.6953 1.0374
O -2.3837 -0.0047 1.1025
H 2.8114 -0.7880 -2.0340
H 2.1091 -2.0241 -1.7289
O 2.1268 -1.3160 -2.3869
H -4.6671 0.7583 -4.6271
H -3.3415 0.1502 -4.2168
O -4.2561 -0.0058 -4.2442
H 0.0479 -4.5627 -1.7413
H 0.4746 -3.4059 -2.1799
O 0.3710 -4.2651 -2.6018
H -0.2955 -0.8726 1.7165
H 1.1662 -0.5202 2.0660
O 0.5516 -1.2305 2.0128
H -5.4725 2.7423 -2.2644
H -5.6078 2.1723 -0.9642
O -5.5269 3.1161 -1.3372
H -3.8679 -0.5717 -0.3783
H -4.5984 -1.9063 -0.0890
O -4.6879 -1.0212 -0.6068
H 2.0352 -3.7741 4.4505
H 1.1641 -4.5496 5.2271
O 1.2355 -4.2703 4.3148
H 4.7405 3.1180 -1.1899
H 3.9413 2.9554 -2.5790
O 4.0465 3.4546 -1.8099
H -1.7898 2.1100 1.0891
O -1.3880 2.4404 0.3359
H -4.7480 2.5803 2.8622
H -3.4327 1.8699 2.6556
O -4.0335 2.4172 2.2264
H -0.5468 -1.4515 -5.1680
H 0.1252 1.0233 -2.8719
H -0.1312 -1.1919 5.1015
H 0.8435 4.2302 -0.8268
H -0.7231 4.8692 0.6908
H -1.9463 2.7561 -0.3804
O 2.3344 -5.1801 0.0908
H 2.9789 -5.7179 0.6796
H 2.7797 -4.3293 -0.0880
O 3.3934 0.1112 0.4721
H 2.4162 0.3390 0.5977
H 3.6086 0.3708 -0.4368
O -2.9899 2.3705 -1.9165
H -2.1499 2.2064 -2.3822
H -3.0181 3.3652 -1.6884
O 2.2558 -2.2619 -0.1277
H 2.8950 -2.6349 0.5466
H 1.5359 -2.1850 0.5143
O -0.0551 0.0550 -0.1635
H -0.6750 0.5324 -0.6732
H 0.1200 -0.7993 -0.5940
O -1.9803 2.6737 -5.6780
H -2.3141 3.5914 -5.5265
H -2.1112 2.1648 -4.8127
O -3.6333 -3.0382 1.1345
H -3.0606 -2.3212 0.9913
H -3.3631 -3.7792 0.6312
*
```


Entry from the OMol25 dataset: a cluster of 40 separate species, H80O40 in total in a non-equilibrium geometry (ωB97M-V with the def2-TZVPD basis set).

Calculated values
Gap between HOMO and LUMO ... 9.82 eV
HOMO energy ... -0.379 Eh
Molar mass ... 720.600 g/mol
E_LUMO ... -0.0183 Eh
ΔE to the lowest compared entry with this formula, charge and spin ... 213.9 kcal per mole
E ... -83196.5408 eV

Geometry as ORCA input:
```
! RIJCOSX wB97M-V def2-TZVPD def2/J DEFGRID3
* xyz 0 1
H -0.7881 3.5005 -0.8305
H 0.0003 3.9859 0.4276
O -0.4833 4.3160 -0.3887
H -3.7656 -0.2933 4.3467
H -3.3722 -0.2570 2.6090
O -3.9704 -0.0888 3.4108
H 1.7753 4.7914 -1.4803
H 0.2959 4.4871 -2.0142
O 1.2154 4.4167 -2.1727
H -0.2205 1.2103 -6.5545
H 0.1172 -0.2690 -6.1043
O 0.3159 0.4195 -6.7295
H 3.3208 -1.9430 4.2975
H 4.3603 -1.4069 3.2820
O 3.5103 -1.8747 3.3321
H -2.0661 -1.3655 -6.6181
O -2.1426 -1.5259 -5.6840
H 2.9292 -2.5507 0.0740
O 3.1350 -1.6537 -0.0319
H -1.0244 1.2408 -1.7824
H -0.7399 1.5803 -0.2690
O -0.8229 1.9644 -1.1417
H -0.7066 -2.3296 3.6212
H 0.3514 -2.7364 2.7314
O -0.0696 -3.0530 3.5965
H -1.4748 -6.6286 -0.5785
H -0.4181 -6.3363 0.5308
O -0.5801 -6.8147 -0.2741
H -2.2517 2.2241 2.6287
H -1.9451 0.7967 1.9509
O -1.6693 1.6685 2.0461
H -1.0272 -4.8237 2.2402
O -1.5677 -5.4849 1.7999
H 2.7319 -4.1442 3.9358
H 1.1692 -4.2377 4.3025
O 2.0640 -4.4400 4.5430
H 1.3631 5.4202 1.6198
H 1.2595 4.4151 2.7839
O 1.0933 5.3243 2.5163
H 2.5759 1.5782 -3.3165
H 1.6815 2.3225 -2.3474
O 1.9108 1.3969 -2.6488
H -5.9799 1.8028 1.5209
H -6.0024 1.4605 0.1359
O -5.3275 1.5776 0.8217
H -3.1095 -0.6194 -4.3796
H -4.6699 -0.2473 -3.9725
O -3.8446 -0.6508 -3.7196
H 1.2286 -4.1912 -0.7556
H 2.8025 -4.1062 -0.0995
O 2.2125 -4.1491 -0.9687
H 5.6686 1.0545 0.0322
O 5.1896 1.8541 -0.2731
H 3.2088 4.0671 -2.8391
H 3.2339 4.2236 -4.2878
O 3.3221 3.5353 -3.6340
H -2.2574 -2.7007 -0.1507
O -1.9224 -2.2540 0.6705
H 2.5019 -2.0120 -3.6638
H 2.0317 -0.4755 -3.3750
O 1.9938 -1.4560 -3.1240
H -0.5028 -1.8595 -1.2227
H 0.8031 -1.5572 -1.7596
O 0.2318 -1.2229 -1.0479
H -3.0736 -0.8024 0.1877
H -3.7175 0.7155 0.6363
O -3.2369 -0.0728 0.9269
H 4.6936 -3.8415 1.6423
H 4.2528 -5.3065 1.1230
O 3.9563 -4.4241 1.3648
H 2.4573 0.8915 2.2211
H 1.1006 1.0048 2.5497
O 1.9549 1.4000 2.9114
H -0.3269 -0.0844 -3.9880
H -1.3096 -0.3299 -2.8516
O -1.0602 0.3177 -3.5173
H -2.8621 4.1391 0.5720
H -4.1452 3.8708 1.4741
O -3.7923 3.9803 0.6070
H 2.8172 4.8465 0.2436
H 3.8865 3.8299 -0.3340
O 3.4153 4.6415 -0.4623
H -3.1213 2.5308 4.7202
H -4.0049 2.7036 3.4617
O -3.3940 3.1636 4.0348
H -0.2790 2.9744 -4.5354
H 0.8335 3.9266 -5.1471
O 0.0282 3.4697 -5.3085
H 5.5827 -0.6095 1.6229
O 5.2092 -0.3430 2.5153
H -0.2192 -0.9880 6.4776
H 0.1184 0.3950 5.8808
O -0.2741 -0.4832 5.6637
H 4.6827 1.3808 -0.9381
H -1.3018 -1.5541 -5.2670
H -2.5494 -2.7308 1.2909
H 2.8715 -1.3776 -0.9096
H -2.3088 -5.8159 2.3818
H 5.0326 0.6032 2.3982
O -5.0482 -2.1141 1.7842
H -5.8859 -1.7072 1.9775
H -4.7303 -1.2774 1.4238
O -4.2670 3.0357 -1.8884
H -4.5908 3.0649 -0.9925
H -4.2337 3.9769 -1.9724
O -0.0067 -1.1288 1.8039
H -0.6685 -0.7978 1.1997
H 0.7510 -0.5910 2.0101
O 2.1005 1.1830 0.2506
H 1.8813 1.4629 -0.6319
H 1.6622 0.3658 0.5129
O -0.1529 3.0792 3.5608
H -0.4539 2.6204 2.7433
H -0.8313 3.7089 3.7457
O 3.9955 -3.3367 -3.8101
H 3.5167 -3.7514 -3.0444
H 4.7648 -2.8592 -3.5168
O -2.2146 -3.7800 -1.8508
H -2.7509 -3.6256 -1.0696
H -1.6356 -4.4254 -1.4521
*
```